{"formula": "C37H32N11ORuS", "method": "the ωB97M-V functional and the def2-TZVPD basis", "e_lumo_ev": [-6.876, -7.780], "mol_weight_g_mol": 779.9, "charge": 2, "s2": 0.77, "multiplicity": 2, "e_above_lowest_ev": 0.000, "e_tot_ev": -70731.5940, "homo_lumo_gap_ev": [5.17, 4.26], "homo_energy_ev": [-12.0, -12.0], "elements": ["Ru", "C", "C", "N", "C", "C", "N", "C", "C", "C", "C", "C", "N", "C", "C", "N", "C", "C", "N", "C", "C", "C", "N", "C", "C", "H", "H", "H", "H", "H", "H", "H", "H", "H", "H", "H", "H", "O", "C", "C", "C", "C", "C", "C", "N", "H", "H", "H", "H", "H", "H", "H", "H", "H", "H", "H", "S", "C", "N", "N", "C", "C", "C", "C", "C", "C", "N", "C", "C", "C", "C", "N", "C", "C", "H", "H", "H", "H", "H", "H", "H", "H", "H"], "positions_angstrom": [[-0.469, -0.727, -0.118], [-3.236, 1.096, 3.017], [-2.787, 0.605, 1.796], [-1.514, 0.283, 1.619], [-0.658, 0.432, 2.663], [-1.154, 0.904, 3.892], [-2.411, 1.231, 4.047], [0.738, 0.137, 2.388], [1.731, 0.114, 3.348], [3.064, -0.189, 2.994], [3.317, -0.410, 1.634], [2.285, -0.437, 0.710], [0.999, -0.140, 1.080], [2.432, -0.844, -0.661], [3.640, -1.213, -1.285], [3.700, -1.534, -2.546], [2.574, -1.540, -3.260], [1.351, -1.252, -2.675], [1.270, -0.909, -1.390], [4.101, -0.389, 4.004], [3.907, -0.041, 5.349], [4.883, -0.363, 6.278], [5.991, -0.975, 5.933], [6.229, -1.282, 4.681], [5.314, -1.013, 3.679], [-4.260, 1.391, 3.185], [-3.463, 0.472, 0.960], [-0.512, 1.030, 4.754], [1.458, 0.277, 4.378], [4.317, -0.600, 1.286], [4.569, -1.267, -0.737], [2.669, -1.777, -4.307], [0.430, -1.298, -3.244], [3.025, 0.475, 5.688], [4.765, -0.128, 7.326], [7.172, -1.763, 4.465], [5.552, -1.315, 2.673], [-0.980, -2.438, 1.575], [-0.984, -3.665, 1.566], [-1.381, -4.459, 2.768], [-0.030, -4.602, 3.520], [1.188, -5.052, 2.691], [1.734, -4.017, 1.683], [0.991, -4.054, 0.330], [-0.404, -4.399, 0.574], [-1.788, -5.434, 2.502], [-2.090, -3.922, 3.395], [-0.188, -5.321, 4.325], [0.206, -3.637, 3.975], [0.969, -5.992, 2.183], [1.979, -5.271, 3.410], [2.794, -4.211, 1.514], [1.642, -3.018, 2.123], [1.422, -4.798, -0.338], [1.017, -3.073, -0.158], [-0.552, -5.397, 0.659], [-2.473, -4.095, -2.455], [-2.006, -2.803, -1.676], [-1.662, -1.812, -1.122], [-2.592, 5.488, -4.135], [-3.293, 5.972, -5.212], [-3.500, 7.242, -5.721], [-4.281, 7.350, -6.866], [-4.835, 6.226, -7.489], [-4.639, 4.955, -6.993], [-3.851, 4.823, -5.840], [-3.483, 3.721, -5.154], [-2.737, 4.129, -4.143], [-2.187, 3.179, -3.202], [-1.380, 3.485, -2.102], [-0.936, 2.456, -1.288], [-1.246, 1.178, -1.488], [-2.023, 0.881, -2.533], [-2.505, 1.830, -3.405], [-2.073, 6.050, -3.479], [-3.073, 8.118, -5.259], [-4.472, 8.326, -7.286], [-5.437, 6.365, -8.372], [-5.076, 4.082, -7.449], [-1.098, 4.500, -1.874], [-0.301, 2.667, -0.437], [-2.277, -0.160, -2.676], [-3.129, 1.562, -4.242]], "forces_ev_per_a": [[-1.9, 2.0, 0.3], [0.4, 0.0, 0.1], [-0.3, 0.0, -0.2], [0.9, -0.6, -0.2], [-1.2, 0.4, 0.2], [0.9, -0.4, -0.8], [-0.8, 0.2, 0.2], [0.7, -0.2, -0.7], [0.4, -0.2, -0.4], [-0.9, 0.0, -0.4], [-0.3, 0.1, 0.0], [-0.8, 0.5, 1.5], [1.7, 0.0, 0.9], [-0.3, -0.4, -1.8], [-0.7, 0.5, 1.1], [-0.1, -0.4, -1.2], [0.4, 0.2, 0.4], [-0.3, 0.1, -0.1], [0.3, -0.5, 1.1], [0.8, -0.1, 0.7], [-0.1, 0.0, -0.4], [-0.4, 0.2, -0.3], [1.0, -0.3, 1.0], [-0.3, 0.1, -0.5], [-0.4, 0.1, -0.1], [-0.1, 0.0, -0.2], [0.1, 0.0, 0.0], [0.1, 0.0, 0.0], [0.1, 0.0, 0.0], [0.1, -0.1, 0.0], [0.1, 0.1, 0.1], [-0.1, -0.1, -0.1], [0.0, 0.0, 0.1], [-0.1, 0.1, 0.0], [-0.1, 0.1, 0.1], [0.1, -0.1, -0.1], [0.0, -0.1, -0.1], [0.8, 1.4, -0.6], [-0.3, -1.2, -0.2], [0.1, 0.4, 0.1], [0.0, -0.2, 0.0], [0.1, 0.2, 0.2], [0.0, -0.2, -0.1], [0.3, 0.4, 0.2], [-0.4, 0.1, -0.1], [0.0, 0.0, -0.1], [-0.1, 0.0, -0.1], [0.0, 0.1, 0.0], [0.0, 0.0, 0.1], [0.1, -0.1, 0.0], [0.0, 0.0, -0.1], [0.0, 0.1, 0.0], [0.1, 0.0, 0.0], [-0.1, 0.1, 0.0], [0.2, -0.3, -0.1], [0.0, 0.2, 0.1], [0.0, 0.1, 0.1], [-0.4, -0.5, -0.4], [0.0, -0.1, -0.5], [0.2, 0.2, 0.2], [-0.4, -0.6, -0.6], [-0.2, 0.5, -0.4], [0.4, 0.1, 0.6], [-0.1, -0.4, 0.0], [0.1, 0.1, 0.2], [0.2, 1.3, 0.0], [0.4, -0.9, 0.8], [-0.6, 0.0, -0.9], [0.1, -0.3, 0.3], [-0.1, -0.3, -0.1], [0.3, 0.4, 0.3], [0.9, -1.6, 1.0], [-0.4, -0.3, -0.5], [0.2, 0.1, 0.3], [-0.1, -0.1, -0.1], [0.0, 0.1, 0.0], [0.0, 0.1, 0.0], [-0.1, 0.0, -0.1], [0.0, -0.1, -0.1], [0.1, 0.1, 0.1], [0.0, 0.0, 0.0], [0.0, 0.0, 0.0], [0.0, -0.1, 0.0]]}